[1]
{"formula": "C20H41Cu2O19", "method": "wB97M-V/def2-TZVPD", "de_lowest_ev": 3.116, "total_charge": 1, "spin_multiplicity": 1, "homo_energy_ha": -0.4378, "gap_ev": 6.75, "species": ["Cu", "Cu", "C", "C", "O", "H", "H", "H", "H", "H", "C", "O", "C", "O", "O", "C", "H", "H", "H", "H", "H", "H", "C", "O", "C", "O", "O", "C", "H", "H", "H", "H", "H", "H", "C", "O", "C", "O", "O", "C", "H", "H", "H", "H", "H", "H", "C", "O", "C", "O", "O", "C", "H", "H", "H", "H", "H", "H", "C", "O", "C", "O", "O", "C", "H", "H", "H", "H", "H", "H", "C", "O", "C", "O", "O", "C", "H", "H", "H", "H", "H", "H"], "xyz": [[20.2395, 12.3086, 11.6462], [16.9449, 13.5984, 10.0092], [19.4027, 14.7371, 7.7018], [20.1072, 14.5227, 9.0600], [19.3559, 13.7266, 9.9668], [18.7604, 13.9721, 7.2655], [20.2188, 14.8369, 6.9862], [18.7938, 15.6396, 7.7555], [20.2293, 15.4645, 9.5950], [21.1006, 14.1142, 8.8746], [21.5692, 16.7790, 0.6415], [21.3307, 16.2844, 1.8962], [20.2422, 15.5683, 2.1047], [19.2184, 15.5127, 1.3835], [20.2802, 15.0145, 3.2942], [19.2211, 14.1669, 3.8196], [20.7158, 17.3928, 0.3533], [21.5338, 15.9427, -0.0566], [22.5092, 17.3281, 0.6976], [19.3183, 13.1149, 3.5514], [18.2312, 14.5220, 3.5330], [19.3029, 14.2569, 4.9028], [23.6348, 13.3029, 9.4895], [25.0502, 13.4836, 9.4733], [25.8087, 13.4588, 10.6381], [27.0040, 13.6814, 10.6085], [25.1579, 13.2087, 11.7626], [25.7820, 13.2602, 13.0431], [23.2904, 12.6594, 8.6799], [23.1212, 14.2581, 9.5987], [23.2788, 12.7412, 10.3532], [26.4931, 12.4378, 13.1211], [24.9383, 13.2275, 13.7325], [26.3295, 14.1888, 13.2046], [13.2431, 14.6725, 10.0491], [13.4546, 15.3338, 8.7596], [14.6427, 15.4468, 8.2365], [15.6457, 14.8389, 8.6246], [14.5599, 16.3470, 7.1935], [15.7354, 16.6311, 6.3499], [13.8248, 14.9388, 10.9316], [13.2600, 13.5874, 9.9474], [12.2321, 15.0367, 10.2315], [16.5271, 17.0060, 6.9985], [15.3522, 17.3156, 5.5931], [16.1923, 15.7540, 5.8918], [17.6130, 19.9868, 6.8312], [18.5340, 19.0414, 6.2362], [19.7443, 19.1091, 6.5890], [20.4038, 19.9668, 7.1666], [20.2556, 17.9869, 6.0406], [21.4682, 17.4699, 6.4022], [17.3154, 20.7554, 6.1180], [17.9144, 20.6146, 7.6697], [16.7366, 19.4308, 7.1641], [21.8158, 16.6849, 5.7306], [21.1990, 17.0443, 7.3689], [22.3463, 18.1104, 6.4845], [20.3892, 10.6571, 7.3529], [21.1975, 11.1493, 6.3073], [21.1713, 10.4223, 5.1552], [20.4808, 9.4484, 4.8699], [22.0500, 10.9248, 4.4171], [22.7198, 9.9812, 3.5643], [19.3383, 10.5486, 7.0843], [20.3443, 11.3678, 8.1781], [20.7595, 9.6890, 7.6902], [23.5657, 10.4532, 3.0646], [22.0694, 9.6689, 2.7472], [23.0553, 9.1008, 4.1125], [16.0377, 15.7220, 13.8478], [16.9994, 16.6343, 13.3357], [17.3819, 16.6833, 12.0398], [17.1755, 15.7826, 11.1831], [17.9049, 17.7918, 11.8466], [18.5638, 17.9929, 10.6029], [16.5216, 14.7460, 13.8137], [15.1692, 15.6558, 13.1926], [15.8960, 15.9343, 14.9075], [17.7194, 18.1656, 9.9356], [19.1618, 17.1021, 10.4106], [19.2823, 18.7941, 10.4300]]}

[2]
{"formula": "C20H41N2NdOP2S", "method": "wB97M-V/def2-TZVPD", "s_squared": 3.7585, "total_charge": 2, "spin_multiplicity": 4, "homo_energy_ha": [-0.4895, -0.4899], "gap_ev": [6.40, 6.48], "species": ["Nd", "P", "P", "N", "C", "H", "H", "C", "H", "H", "C", "H", "H", "C", "H", "H", "C", "C", "H", "H", "H", "C", "C", "H", "H", "H", "C", "C", "H", "H", "H", "C", "C", "H", "H", "H", "C", "O", "C", "H", "H", "H", "C", "H", "H", "H", "C", "H", "H", "H", "C", "H", "H", "H", "H", "H", "H", "H", "H", "H", "S", "C", "C", "N", "C", "H", "H", "H"], "xyz": [[0.0633, 0.0024, -0.1122], [-2.3442, 1.0403, 0.1008], [1.6889, -2.1495, -0.1104], [-1.5526, -1.9681, -0.5408], [-3.3450, -0.4568, 0.2607], [-3.9665, -0.2598, 1.1397], [-3.9888, -0.4578, -0.6266], [-2.6723, -1.8360, 0.4087], [-2.2993, -2.0070, 1.4287], [-3.3833, -2.6458, 0.1665], [-0.8508, -3.2698, -0.6831], [-0.6053, -3.3733, -1.7638], [-1.5959, -4.0561, -0.4221], [0.4082, -3.3830, 0.1770], [0.9374, -4.3180, -0.0388], [0.1481, -3.3733, 1.2505], [2.9677, -2.0066, 1.0862], [2.7519, -1.1067, 2.3023], [2.0560, -1.5303, 3.0458], [2.4155, -0.1022, 2.0528], [3.7276, -0.9865, 2.7993], [2.2438, -2.1882, -1.8442], [3.0532, -0.9471, -2.2419], [2.8219, -0.6722, -3.2858], [4.1351, -1.1721, -2.1999], [2.8597, -0.0647, -1.6226], [-2.6545, 1.8734, -1.4674], [-2.0607, 3.2730, -1.4134], [-2.0551, 3.7033, -2.4090], [-1.0175, 3.2851, -1.0368], [-2.6760, 3.9106, -0.7737], [-2.4246, 1.9969, 1.5893], [-1.3488, 3.0742, 1.7676], [-1.4005, 3.4367, 2.7986], [-1.5006, 3.9308, 1.0989], [-0.3289, 2.7082, 1.6073], [-0.1414, -0.4263, 2.0994], [-0.2262, -0.5030, 3.2429], [2.9949, -3.4956, -1.9540], [3.1708, -3.9828, -0.9588], [2.4649, -4.2099, -2.5721], [3.9638, -3.3167, -2.4060], [-4.1693, 1.8494, -1.4747], [-4.5286, 2.8263, -1.7168], [-4.5279, 1.1258, -2.2179], [-4.6121, 1.5579, -0.5074], [-3.8319, 2.5302, 1.5780], [-3.9941, 3.0820, 2.4817], [-4.0044, 3.2100, 0.7301], [-4.5797, 1.7249, 1.5380], [4.2326, -1.6665, 0.3389], [4.2020, -0.6853, -0.1219], [5.0551, -1.6901, 1.0263], [4.4206, -2.4165, -0.4497], [2.9218, -3.0618, 1.3921], [-2.2842, 1.2536, 2.3890], [1.3200, -2.2113, -2.4761], [-2.2335, 1.3079, -2.3022], [-1.7845, -1.5906, -1.4529], [0.0550, -0.0497, -2.0410], [2.9438, 3.5932, -0.6599], [2.8749, 3.3375, 1.0575], [2.0244, 2.2465, 1.3679], [1.4980, 1.6946, 0.2425], [1.8725, 2.2872, -0.9137], [3.3877, 3.9144, 1.8182], [1.7848, 1.8898, 2.3661], [1.5230, 1.9711, -1.9320]]}

[3]
{"formula": "C20H41N2P3ReS", "method": "wB97M-V/def2-TZVPD", "de_lowest_ev": 2.383, "s_squared": 3.7760, "total_charge": 4, "spin_multiplicity": 4, "homo_energy_ha": [-0.7757, -0.7753], "gap_ev": [6.54, 5.34], "species": ["Re", "P", "P", "P", "H", "C", "C", "H", "C", "C", "C", "C", "C", "C", "C", "C", "C", "H", "H", "H", "H", "H", "H", "H", "H", "H", "H", "H", "H", "H", "H", "H", "H", "H", "H", "H", "H", "H", "H", "H", "H", "H", "H", "H", "H", "H", "C", "C", "C", "C", "C", "C", "S", "H", "H", "H", "H", "H", "H", "N", "C", "C", "C", "N", "H", "H", "H", "H"], "xyz": [[0.3296, -0.2625, 0.3508], [-0.5248, 1.6461, 1.5501], [-1.9797, -0.9075, 0.2120], [2.3007, 0.8356, 0.3845], [1.8488, -2.2065, -3.6516], [2.1310, -1.6182, -2.7624], [2.2164, -2.3942, -1.5070], [2.0385, -3.4573, -1.6029], [-0.9376, 3.1072, 0.4828], [-2.0690, 1.6823, 2.5914], [0.4710, 2.4914, 2.8812], [-2.4961, -2.3789, -0.7308], [-2.8666, -1.2785, 1.7948], [-3.0316, 0.4035, -0.5848], [3.5468, 0.2999, -0.8057], [3.2416, 0.6473, 1.9359], [2.4753, 2.6207, 0.0574], [2.9015, -0.8926, -3.0529], [2.9894, -2.1503, -0.7801], [-1.3102, 3.9204, 1.1249], [-1.6972, 2.8235, -0.2550], [-0.0560, 3.4395, -0.0746], [-2.1537, 2.6743, 3.0634], [-2.0337, 0.9080, 3.3675], [-2.9827, 1.5271, 2.0135], [-0.1289, 3.3194, 3.2869], [1.4244, 2.8845, 2.5234], [0.7108, 1.7943, 3.6927], [-3.4716, -2.7040, -0.3421], [-1.7476, -3.1732, -0.6292], [-2.5951, -2.1389, -1.7881], [-3.6586, -0.5429, 1.9846], [-2.1901, -1.2902, 2.6604], [-3.3597, -2.2533, 1.6987], [-3.9229, -0.0884, -1.0029], [-2.4531, 0.8920, -1.3789], [-3.3294, 1.1747, 0.1348], [4.4364, 0.9285, -0.7781], [3.1462, 0.3028, -1.8186], [3.8821, -0.7002, -0.5396], [4.2492, 1.0344, 1.7517], [3.3141, -0.3995, 2.2480], [2.8108, 1.2364, 2.7437], [3.5310, 2.8030, -0.1751], [2.1655, 3.2365, 0.8963], [1.8325, 2.9226, -0.7691], [-0.2806, -0.6596, -3.1732], [0.0298, 0.6188, -3.6285], [-0.7803, 1.2478, -4.5799], [-1.9613, 0.6122, -4.9924], [-2.2935, -0.6409, -4.4691], [-1.3660, -1.3335, -3.7050], [0.5893, -1.2399, -1.7323], [0.2456, 0.6752, -1.0595], [0.9250, 1.0928, -3.2187], [-0.4894, 2.2234, -4.9849], [-2.6228, 1.0691, -5.7380], [-3.2613, -1.1129, -4.6796], [-1.4778, -2.3887, -3.5196], [0.7748, -2.7909, 2.0994], [0.7864, -3.2992, 3.3421], [0.5703, -2.2601, 4.2184], [0.4166, -1.1048, 3.4670], [0.5648, -1.4391, 2.1522], [0.9027, -3.2800, 1.2094], [0.9665, -4.3358, 3.5096], [0.5216, -2.2828, 5.2790], [0.2418, -0.0899, 3.8017]]}